Computed, not measured: a 2-piece molecular cluster, C5H9NO overall, with the ωB97M-V functional and the def2-TZVPD basis.

Last column: natural (NBO) charge in e.
Cartesian coordinates (Å):
C  1.643165  -1.205693  0.214256  -0.623
C  0.533105  -0.577246  1.038175  -0.027
N  0.643561  0.874656  1.223963  -0.622
C  -0.452430  1.182958  0.469158  0.688
O  -0.918792  2.227790  0.077120  -0.601
C  -0.793318  -0.298374  0.286256  -0.529
C  -1.662484  0.549729  -2.413953  -0.199
H  1.745290  -0.692734  -0.748186  0.217
H  1.424062  -2.260274  0.018607  0.220
H  2.604083  -1.154452  0.737731  0.212
H  0.400351  -1.106482  1.987881  0.188
H  1.413891  1.452939  1.528596  0.404
H  -1.707198  -0.616332  0.792707  0.235
H  -1.366049  1.617681  -2.448077  0.101
H  -2.692485  0.617464  -1.997611  0.084
H  -0.814750  -0.611628  -0.766620  0.252

Atoms 1-3, force components in eV/Å:
0.023 -0.007 -0.028
0.077 -0.252 0.071
0.095 0.209 -0.005

Gap between HOMO and LUMO (spin up / spin down), eV: 8.79 / 8.75
DFT total energy, eV: -8863.7155
HOMO (spin up / spin down), eV: -9.43 / -9.40
ΔE to the lowest compared entry with this formula, charge and spin, kcal per mole: 126.8
Multiplicity: 1

***

Computed, not measured: C5H9NO as an isolated structure at a distorted geometry, with the ωB97M-V functional and the def2-TZVPD basis.

Last column: natural (NBO) charge in e.
Cartesian coordinates (Å):
C  -2.391618  -1.078417  -0.716970  -0.698
C  -1.222767  -0.669695  0.139998  0.521
C  -0.925388  0.800441  0.121392  0.032
O  -0.488897  -1.475451  0.663643  -0.501
N  -1.538297  1.853146  0.098920  -0.322
H  -2.342029  -0.574873  -1.683717  0.243
H  -3.310567  -0.697828  -0.264078  0.251
H  -2.414168  -2.160389  -0.823140  0.240
C  1.275945  0.913151  0.635124  -0.503
C  2.377026  0.036605  0.077663  -0.629
H  2.769982  0.429091  -0.860059  0.206
H  3.190419  -0.030067  0.803344  0.213
H  1.018477  0.631447  1.654182  0.239
H  1.545092  1.963640  0.705742  0.218
H  0.418567  1.040348  -0.448383  0.270
H  2.038223  -0.981149  -0.103661  0.222

Atoms 1-3, force components in eV/Å:
-0.342 0.492 0.309
1.287 -0.988 -0.703
-4.891 3.918 -0.135

Gap between HOMO and LUMO, eV: 9.26
DFT total energy, eV: -8864.9137
HOMO, eV: -9.22
ΔE to the lowest compared entry with this formula, charge and spin, kcal per mole: 99.1
Multiplicity: 1

***

Computed, not measured: C5H9NO in the gas phase at a distorted geometry, with the ωB97M-V functional and the def2-TZVPD basis.

Last column: natural (NBO) charge in e.
Cartesian coordinates (Å):
C  0.874185  -1.253310  -0.957393  -0.589
C  0.569541  -0.495248  0.340766  -0.340
C  -0.908474  -0.055126  0.368037  -0.414
C  -1.100540  1.385808  -0.176795  -0.065
O  0.073702  1.920483  -0.772326  -0.729
C  0.963332  -1.184670  1.577838  0.296
N  1.303030  -1.617167  2.596753  -0.342
H  0.825684  -0.525118  -1.773624  0.227
H  0.123469  -2.027965  -1.147621  0.207
H  1.863140  -1.718189  -0.960522  0.222
H  1.178865  0.413279  0.326170  0.264
H  -1.489838  -0.763682  -0.233530  0.210
H  -1.313002  -0.116496  1.383057  0.226
H  -1.433632  2.031828  0.642598  0.171
H  -1.885300  1.390724  -0.939933  0.177
H  0.359517  2.684174  -0.260768  0.478

Atoms 1-3, force components in eV/Å:
0.043 -0.052 -0.050
0.037 0.063 -0.028
-0.053 -0.026 0.028

Gap between HOMO and LUMO, eV: 11.35
DFT total energy, eV: -8867.8004
SMILES string: C[C@H](C#N)CCO
HOMO, eV: -10.76
ΔE to the lowest compared entry with this formula, charge and spin, kcal per mole: 32.6
Multiplicity: 1

***

Computed, not measured: C5H9NO in the gas phase, with the ωB97M-V functional and the def2-TZVPD basis.

Last column: natural (NBO) charge in e.
Cartesian coordinates (Å):
C  -1.423629  1.489924  -0.827558  -0.412
N  -0.809808  0.306225  -0.255954  -0.395
C  -0.720479  0.246038  1.180274  -0.236
C  0.497172  0.480026  0.344914  -0.190
C  1.526900  -0.601860  0.175509  0.585
O  2.675036  -0.375613  0.499032  -0.539
C  1.085515  -1.940564  -0.385514  -0.737
H  -2.511066  1.377750  -0.783040  0.205
H  -1.122003  1.577930  -1.875652  0.206
H  -1.143123  2.418605  -0.302629  0.170
H  -1.074298  1.095854  1.765883  0.198
H  -0.900101  -0.731136  1.626251  0.206
H  0.925578  1.485062  0.385708  0.216
H  1.808812  -2.253761  -1.147543  0.243
H  1.105784  -2.693235  0.412366  0.240
H  0.079708  -1.881245  -0.812045  0.242

Atoms 1-3, force components in eV/Å:
-0.060 0.161 -0.065
-0.074 0.003 -0.046
-0.116 -0.086 0.220

Gap between HOMO and LUMO, eV: 10.30
DFT total energy, eV: -8867.2291
SMILES string: CC(=O)[C@@H]1CN1C
HOMO, eV: -9.34
ΔE to the lowest compared entry with this formula, charge and spin, kcal per mole: 45.7
Multiplicity: 1

***

Computed, not measured: C5H9NO in the gas phase at a distorted geometry, with the ωB97M-V functional and the def2-TZVPD basis.

Last column: natural (NBO) charge in e.
Cartesian coordinates (Å):
C  1.996518  -0.714816  0.273797  -0.622
C  0.829556  0.276412  0.431535  -0.435
C  -0.341417  0.041221  -0.565122  0.118
O  -0.375614  -1.271871  -1.100850  -0.721
C  -1.724285  0.173553  0.098564  -0.526
C  -2.158156  1.537199  0.409683  0.285
N  -2.579881  2.591929  0.631888  -0.325
H  2.808028  -0.324932  -0.346328  0.206
H  2.429564  -0.947185  1.248913  0.219
H  1.655637  -1.665466  -0.151621  0.216
H  1.178047  1.310993  0.305828  0.218
H  0.451130  0.200964  1.460000  0.203
H  -0.277697  0.771405  -1.385969  0.170
H  0.311792  -1.366148  -1.771667  0.477
H  -1.758173  -0.424311  1.017505  0.250
H  -2.459261  -0.249510  -0.591800  0.265

Atoms 1-3, force components in eV/Å:
0.071 0.000 0.023
-0.068 -0.043 0.000
-0.038 0.255 0.113

Gap between HOMO and LUMO, eV: 11.58
DFT total energy, eV: -8867.9443
SMILES string: CC[C@@H](O)CC#N
HOMO, eV: -10.94
ΔE to the lowest compared entry with this formula, charge and spin, kcal per mole: 29.2
Multiplicity: 1

***

Computed, not measured: C5H9NO in the gas phase, with the ωB97M-V functional and the def2-TZVPD basis.

Last column: natural (NBO) charge in e.
Cartesian coordinates (Å):
C  0.550125  2.152395  -0.047980  -0.406
N  0.073262  0.808484  0.210498  -0.428
C  0.058896  0.102215  1.457209  -0.215
C  0.781578  -0.437784  0.265531  -0.178
C  0.040539  -1.632239  -0.297321  0.587
O  0.389937  -2.748084  0.023744  -0.545
C  -1.158320  -1.375537  -1.183181  -0.731
H  -0.314367  2.733042  -0.389153  0.203
H  1.287355  2.161079  -0.857220  0.203
H  0.975480  2.674737  0.820339  0.184
H  0.618860  0.437252  2.330980  0.198
H  -0.884649  -0.398823  1.679977  0.192
H  1.870753  -0.521139  0.279733  0.217
H  -1.845548  -2.221828  -1.130415  0.234
H  -1.665013  -0.435222  -0.953641  0.246
H  -0.778889  -1.298550  -2.209099  0.239

Atoms 1-3, force components in eV/Å:
0.101 0.074 -0.004
-0.421 -0.067 -0.189
-0.190 0.014 0.239

Gap between HOMO and LUMO, eV: 9.81
DFT total energy, eV: -8866.8169
SMILES string: CC(=O)[C@@H]1CN1C
HOMO, eV: -8.90
ΔE to the lowest compared entry with this formula, charge and spin, kcal per mole: 55.2
Multiplicity: 1

***

Computed, not measured: a 2-piece molecular cluster, C5H9NO overall, with the ωB97M-V functional and the def2-TZVPD basis.

Last column: natural (NBO) charge in e.
Cartesian coordinates (Å):
C  -0.725089  -1.861425  0.665171  -0.101
O  0.406061  -1.413230  0.239203  -0.321
C  0.988585  -0.280472  0.572249  0.160
C  -0.887379  0.842148  -1.837172  -0.857
C  0.322528  0.628917  1.531383  -0.680
C  2.186209  -0.011939  -0.124528  0.204
N  3.167225  0.245986  -0.694421  -0.314
H  -1.296544  -1.313316  1.403170  0.168
H  -1.196743  -0.042615  -1.272045  0.202
H  -1.023195  -2.808960  0.241778  0.186
H  -1.561283  0.974233  -2.687294  0.218
H  0.137852  0.711797  -2.192585  0.224
H  -0.936579  1.723395  -1.191360  0.208
H  0.885108  1.559810  1.621914  0.251
H  0.232585  0.174175  2.531311  0.226
H  -0.699341  0.871497  1.193228  0.225

Atoms 1-3, force components in eV/Å:
-0.829 -0.269 0.387
0.716 -0.129 -0.456
0.126 0.370 0.071

Gap between HOMO and LUMO (spin up / spin down), eV: 7.86 / 8.17
DFT total energy, eV: -8865.0355
HOMO (spin up / spin down), eV: -8.12 / -8.07
ΔE to the lowest compared entry with this formula, charge and spin, kcal per mole: 96.3
Multiplicity: 1

***

Computed, not measured: C5H9NO as an isolated structure at a distorted geometry, with the ωB97M-V functional and the def2-TZVPD basis.

Last column: natural (NBO) charge in e.
Cartesian coordinates (Å):
C  0.431530  0.209933  -1.133957  0.042
C  -0.050936  -1.171120  -0.716274  -0.493
C  -0.321154  -0.771329  0.764034  -0.032
C  -1.257137  0.489273  0.422525  -0.444
C  0.005782  1.040908  0.050279  -0.091
H  2.030308  0.094400  -0.332009  0.490
H  0.085956  0.888780  -1.870735  0.204
H  0.953473  -1.574959  -0.955374  0.282
H  -1.049282  -1.498651  -1.029742  0.217
H  -0.760506  -1.519029  1.665124  0.222
H  -1.622372  0.861883  1.309175  0.208
H  -2.149553  0.268185  -0.187347  0.212
H  0.427460  2.155138  0.223222  0.214
H  0.609042  0.329564  2.117337  0.370
N  0.797882  0.265199  0.978886  -0.666
O  1.869509  -0.068176  -1.305144  -0.737

Atoms 1-3, force components in eV/Å:
0.890 0.753 -1.778
-0.804 0.067 0.850
-1.601 -0.789 0.365

Gap between HOMO and LUMO, eV: 10.39
DFT total energy, eV: -8863.6843
HOMO, eV: -9.56
ΔE to the lowest compared entry with this formula, charge and spin, kcal per mole: 127.5
Multiplicity: 1

***

Computed, not measured: C5H9NO in the gas phase at a distorted geometry, with the ωB97M-V functional and the def2-TZVPD basis.

Last column: natural (NBO) charge in e.
Cartesian coordinates (Å):
C  -0.010313  0.800742  1.434432  -0.614
C  -0.141104  0.100786  0.076045  0.001
C  -0.313853  1.170049  -1.104808  -0.607
C  1.068803  -0.406763  -0.512746  0.031
O  0.675325  -2.293029  0.109304  -0.601
C  -0.608281  -2.077429  0.166284  0.415
N  -1.173100  -0.912969  0.091840  -0.570
H  -0.990932  1.184055  1.737932  0.230
H  0.698208  1.637242  1.392744  0.203
H  0.324758  0.101164  2.208620  0.227
H  0.510738  1.893128  -1.258420  0.216
H  -0.554338  0.692924  -2.063176  0.227
H  -1.174370  1.708901  -0.743663  0.241
H  0.994110  -0.844094  -1.492378  0.212
H  1.979331  0.187953  -0.323875  0.214
H  -1.284982  -2.942659  0.281865  0.175

Atoms 1-3, force components in eV/Å:
0.047 -0.030 -0.120
0.180 0.798 -0.803
-0.762 0.167 0.347

Gap between HOMO and LUMO, eV: 9.24
DFT total energy, eV: -8865.8901
HOMO, eV: -9.11
ΔE to the lowest compared entry with this formula, charge and spin, kcal per mole: 76.6
Multiplicity: 1

***

Computed, not measured: C5H9NO as an isolated structure at a distorted geometry, with the ωB97M-V functional and the def2-TZVPD basis.

Last column: natural (NBO) charge in e.
Cartesian coordinates (Å):
C  1.019081  1.269584  0.085488  -0.446
C  1.287323  1.174387  -1.278300  -0.261
C  -0.413770  -1.076308  0.222376  0.277
C  -0.687473  0.319099  -0.255604  0.046
C  -1.097088  -1.644092  1.213798  -0.510
O  0.670771  -1.638173  -0.392402  -0.693
N  -1.778362  0.988915  -0.000282  -0.695
H  0.825083  -2.520921  -0.035826  0.487
H  -1.762806  1.388443  0.936641  0.320
H  1.625668  0.682635  0.763117  0.227
H  0.687689  2.216761  0.490375  0.227
H  -0.809571  -2.604301  1.620639  0.196
H  -1.932058  -1.131436  1.659779  0.226
H  0.913252  1.918950  -1.966074  0.207
H  1.920590  0.393522  -1.670402  0.215
H  -0.468327  0.262933  -1.393323  0.174

Atoms 1-3, force components in eV/Å:
1.880 0.706 -1.290
0.207 0.516 1.968
1.180 0.495 1.410

Gap between HOMO and LUMO (spin up / spin down), eV: 8.17 / 8.17
DFT total energy, eV: -8863.7621
HOMO (spin up / spin down), eV: -8.29 / -8.28
ΔE to the lowest compared entry with this formula, charge and spin, kcal per mole: 125.7
Multiplicity: 1